(1)
Molecular formula: C16H13N2O8RuSSe3Te
Method: DFT, ωB97M-V/def2-TZVPD

```
45
Properties=species:S:1:pos:R:3:forces:R:3
Ru 0.947 -0.258 -1.303 -1.4924 2.1053 0.6706
C 1.736 2.863 5.136 0.0335 -0.0127 -0.0541
C 1.970 2.725 3.655 -0.0027 -0.0056 0.0713
C 2.521 3.760 2.912 0.0156 0.0063 -0.0300
C 2.758 3.615 1.552 -0.0687 0.0210 -0.0322
C 2.444 2.424 0.913 -0.0566 0.0990 -0.0385
C 1.892 1.382 1.648 -0.0417 -0.1261 -0.0382
C 1.654 1.537 3.001 0.0081 0.0525 0.0048
S 2.900 2.292 -0.821 0.8602 -0.1378 -0.2030
O 3.146 3.651 -1.241 -0.2037 0.1348 -0.0540
O 4.036 1.402 -0.861 -0.4181 -0.2141 0.0272
N 1.671 1.673 -1.671 -0.1369 -0.2707 0.9073
C 0.579 2.665 -1.719 0.0029 -0.1582 -0.1467
C -0.766 2.009 -1.473 0.0108 0.2450 -0.1441
O -1.793 2.568 -1.790 -0.0090 -0.0744 0.1624
O -0.685 0.862 -0.851 0.3115 -0.5678 -0.1659
H 1.886 3.892 5.463 -0.0225 0.0021 0.0081
H 2.431 2.229 5.691 -0.0133 0.0006 0.0229
H 0.725 2.556 5.404 -0.0071 0.0126 0.0089
H 2.768 4.696 3.400 0.0040 0.0013 -0.0012
H 3.182 4.418 0.965 -0.0091 0.0096 0.0381
H 1.632 0.428 1.205 0.0585 0.0089 -0.2057
H 1.212 0.717 3.556 -0.0026 -0.0015 0.0004
H 0.563 3.201 -2.666 0.0245 -0.0378 -0.0282
H 0.693 3.410 -0.925 -0.0810 0.0774 -0.0810
Se 3.123 -1.169 -1.712 0.6357 -0.3843 -0.7302
Se 5.251 -1.824 -1.370 0.0754 0.0167 0.3721
Te 3.368 -5.014 -2.647 -0.0816 0.4152 0.0734
Se 1.885 -3.134 -2.197 0.0024 -1.4244 -0.3401
O -0.584 -1.303 -2.710 0.1020 0.1960 0.0460
C -1.048 -1.831 -1.665 -0.0403 -0.3344 0.0064
O -0.347 -1.774 -0.588 0.4778 0.3495 -0.1038
C -2.333 -2.568 -1.673 0.0356 -0.0053 -0.0105
C -2.772 -3.118 -2.884 -0.0038 0.0591 -0.0574
C -3.967 -3.829 -2.899 -0.0037 0.0165 0.0211
C -4.721 -3.987 -1.751 0.0164 -0.0085 -0.0376
C -4.278 -3.430 -0.533 0.0124 0.0161 -0.0039
C -3.063 -2.716 -0.507 0.0501 -0.0624 0.0189
N -5.025 -3.596 0.619 -0.0256 -0.0158 0.0500
O -4.599 -3.104 1.715 0.0056 0.0125 -0.0038
O -6.124 -4.250 0.550 0.0080 0.0018 -0.0150
H -2.178 -2.981 -3.777 -0.0167 0.0006 -0.0021
H -4.317 -4.265 -3.828 -0.0064 -0.0102 0.0063
H -5.652 -4.533 -1.747 -0.0043 -0.0005 0.0057
H -2.720 -2.292 0.424 -0.0032 -0.0080 0.0050
```
Forces are in eV/Å.

## Properties
E_HOMO (spin up / spin down): -0.162 / -3.153 eV
HOMO-LUMO gap (spin up / spin down): 3.51 / 5.38 eV
net charge: -2
spin multiplicity: 6
<S²>: 8.82

---

(2)
Molecular formula: C23H51NO19S6Zr
Method: DFT, ωB97M-V/def2-TZVPD

```
101
Properties=species:S:1:pos:R:3:forces:R:3
Zr -1.854 2.805 -0.085 -0.5537 -0.4585 1.0334
S -4.647 2.309 0.882 -1.0975 -4.0607 -0.4274
O -3.304 1.650 0.902 3.7366 -9.6217 3.5660
O -5.049 2.582 2.232 -1.0415 0.0600 -0.3852
O -3.844 3.299 0.266 -0.6136 13.0759 -5.9599
O -5.522 1.688 -0.129 0.2348 0.6810 2.2436
S 0.731 1.724 0.838 2.0147 0.6687 0.7041
O 1.085 1.642 2.200 0.8817 -0.1103 2.9821
O 0.262 3.007 0.397 4.3286 9.3726 -1.4537
O 1.704 1.060 0.038 1.1015 -0.5824 -1.8783
O -0.618 1.343 0.633 -7.7288 -9.8673 0.3765
C -1.118 -4.834 -0.816 -1.5814 -0.4080 -0.0295
C -0.142 -3.946 -1.605 -1.0116 2.6340 1.7075
C 0.055 -2.537 -0.826 0.7883 -0.1394 0.3318
C 1.486 -1.828 -0.807 -1.4002 -1.6877 0.3386
C 2.557 -2.897 -0.586 0.2198 0.4367 0.0557
C 2.480 -4.082 -1.569 -0.0231 0.9559 -0.6798
N 1.094 -4.651 -1.591 0.0439 -0.6267 -2.5332
O 0.926 -5.905 -2.208 0.3584 2.0017 0.7971
C 2.901 -3.533 -3.038 -0.2976 -0.7585 0.7160
C 3.312 -5.190 -1.033 2.0526 -0.8435 -0.0434
C -0.773 -3.708 -3.008 0.2042 -1.1982 -0.1396
H -0.819 -5.282 0.131 0.5273 0.4647 0.0545
H -1.530 -5.657 -1.399 0.4984 -0.1262 -0.3708
H -2.036 -4.280 -0.616 0.2213 0.5097 0.2760
H -0.748 -1.856 -1.110 0.2854 -0.1237 -0.5131
H -0.195 -2.696 0.223 0.1670 -0.5014 0.1175
H 1.507 -1.138 0.037 -0.1246 0.1078 -0.2771
H 1.703 -1.249 -1.705 -0.0899 -0.0651 -0.0180
H 2.727 -3.289 0.417 -1.2190 -0.1361 0.3971
H 3.515 -2.381 -0.637 0.3228 -0.2214 -0.9507
H 2.152 -2.877 -3.480 -0.2806 -0.3984 0.0782
H 3.785 -2.897 -2.999 0.1175 -0.1856 0.6867
H 3.166 -4.362 -3.694 -0.4025 -0.0230 -0.0543
H 3.587 -6.005 -1.702 -0.3756 0.1045 -0.4047
H 4.279 -4.749 -0.791 0.0756 -0.0385 0.2362
H 2.939 -5.657 -0.121 -0.2396 0.3327 0.1319
H -1.773 -3.276 -2.990 0.2616 0.3917 0.7416
H -0.996 -4.721 -3.344 0.4059 0.0592 -0.7485
H -0.159 -3.136 -3.704 0.0825 -0.1992 0.1117
H 1.248 -6.534 -1.558 0.4819 -0.6326 0.2222
C 0.444 1.517 -4.125 0.8670 0.4109 0.9266
S 0.229 3.097 -3.159 -0.4990 0.5794 0.6079
O -0.595 2.803 -1.893 1.5195 -0.0114 -2.9015
C 2.009 3.487 -2.594 -0.6810 -2.1239 0.4555
H -0.499 1.130 -4.511 -0.0398 0.5021 0.1371
H 0.930 0.745 -3.528 -0.0640 0.0884 0.2721
H 1.130 1.774 -4.933 -0.1785 0.1130 -0.1372
H 2.039 2.753 -1.789 0.2494 0.1989 0.5383
H 2.242 4.477 -2.202 -0.7920 0.0166 -0.3183
H 2.792 3.143 -3.270 -0.4146 0.2265 -0.5693
C -0.126 6.870 -2.025 -0.8731 0.0883 1.7735
S -1.394 6.461 -0.647 1.3585 -1.2360 0.1281
O -1.505 4.922 -0.634 0.0230 2.0772 -0.2233
C -0.348 6.994 0.824 0.0235 0.4067 -0.4585
H 0.063 7.921 -1.807 -0.3633 0.2218 -0.5996
H -0.670 6.656 -2.946 0.3163 0.2051 0.0370
H 0.857 6.409 -1.929 -0.3986 -0.5991 0.1246
H 0.270 6.170 1.180 0.0250 0.0084 -0.3624
H -0.831 7.484 1.669 -1.1000 -0.7730 -0.1080
H 0.216 7.869 0.499 0.5615 -0.3982 -0.5512
C -0.038 3.884 3.852 0.4283 0.4027 0.0783
S -1.818 3.967 3.310 1.9472 -1.9699 -0.6841
O -1.758 3.815 1.778 -0.0315 0.5177 2.1760
C -2.142 2.354 4.110 -1.7228 -0.6439 -0.0190
H 0.626 4.244 3.066 -0.3817 0.1515 -0.2207
H 0.301 2.873 4.077 -0.4340 0.1045 -0.2856
H 0.142 4.490 4.739 -0.4220 0.2001 0.0147
H -2.748 2.642 4.969 0.0922 -0.0924 0.2010
H -1.398 1.613 4.402 0.9234 0.9993 -0.0793
H -2.795 1.713 3.517 -0.4780 0.6902 -0.5807
C -3.107 0.313 -3.818 -1.8105 -0.8081 -0.3687
S -2.313 -0.172 -2.248 -2.0118 -1.7684 -1.2869
O -2.316 1.039 -1.466 -0.0824 2.4684 1.1701
C -3.710 -1.235 -1.521 1.4337 0.6271 -0.9518
H -2.799 1.243 -4.297 0.4696 -0.1769 0.4119
H -4.185 0.364 -3.669 -0.1224 0.9230 0.8941
H -3.252 -0.482 -4.549 1.3574 -0.4328 -0.2137
H -3.555 -2.129 -2.126 -0.3044 -0.4747 0.5359
H -4.738 -0.878 -1.578 0.2965 0.5149 -0.2613
H -3.400 -1.284 -0.478 -0.0056 -0.4377 -0.0502
C 3.903 -0.044 2.633 -0.3647 -1.5530 1.3734
C 3.216 -1.292 3.162 -1.0955 -0.3318 -2.4065
O 4.014 -1.734 4.228 -2.1719 -3.7580 -1.2558
C 4.614 -0.758 4.761 0.6789 3.6061 2.9028
O 5.013 -0.741 5.910 0.0842 0.4490 -2.4881
O 4.499 0.315 3.888 1.7497 1.2576 0.5786
H 3.192 0.717 2.313 0.3648 -0.0138 -0.0478
H 4.566 -0.437 1.861 0.7877 1.0145 0.0409
H 3.204 -2.076 2.405 -0.0604 -0.1746 0.1362
H 2.177 -1.020 3.348 0.0015 -0.3816 1.1141
C -0.984 -1.658 3.551 -1.0161 1.7211 1.2228
C -1.823 -1.431 2.307 0.4031 -1.8725 -0.7894
O -2.193 -2.783 2.083 0.3384 -3.4692 -0.5787
C -1.542 -3.722 2.960 -2.0009 1.7698 -2.8676
O -1.651 -4.881 2.949 -0.8519 -2.4107 -0.8990
O -0.792 -3.096 3.757 2.0428 4.0827 1.8408
H -1.669 -1.250 4.295 0.8062 -0.3640 1.0616
H -0.057 -1.087 3.491 0.0767 -0.5319 0.3754
H -1.177 -1.012 1.536 -0.3781 -0.0622 -0.5118
H -2.833 -1.025 2.268 0.5929 1.3830 0.9085
```
Forces are in eV/Å.

## Properties
E_HOMO (spin up / spin down): -10.063 / -10.063 eV
HOMO-LUMO gap (spin up / spin down): 7.65 / 3.72 eV
net charge: +1
spin multiplicity: 2
<S²>: 0.75

---

(3)
Molecular formula: C3H9O2P
Method: DFT, ωB97M-V/def2-TZVPD

```
15
Properties=species:S:1:pos:R:3:forces:R:3
C -1.536 -1.302 -0.362 0.4696 3.8548 -3.0171
C -1.004 0.235 -0.613 -0.9789 -2.3123 2.6895
C 2.305 -0.165 -0.180 -1.0940 -2.0761 1.6537
O -1.893 1.195 -0.077 0.1581 0.3671 1.4502
O 3.241 0.464 0.680 0.1042 2.0217 -2.4469
P 0.583 0.413 0.393 -0.7478 0.4486 -0.9681
H -2.592 -1.348 -0.323 -1.1759 0.2676 -0.0369
H -1.212 -1.741 -1.284 0.3770 -1.2094 -0.0068
H -1.151 -1.624 0.519 1.3420 -1.5352 2.3441
H -0.961 0.412 -1.638 0.4013 0.3983 -1.6285
H 2.401 -1.283 0.087 -0.5208 1.3175 -0.6755
H -1.765 1.249 0.924 -0.3554 -0.2048 -1.9198
H 3.380 1.232 0.044 0.5701 -0.8632 1.8962
H -0.363 0.450 1.487 0.7627 -0.5079 0.7349
H 0.567 1.815 0.343 0.6877 0.0334 -0.0691
```
Forces are in eV/Å.

## Properties
E_HOMO: -7.933 eV
HOMO-LUMO gap: 8.57 eV
SMILES string: C[C@@H](O)[PH2]=CO
ΔE to the lowest compared entry with this formula, charge and spin: 116.8 kcal/mol

---

(4)
Molecular formula: C9H15N3O
Method: DFT, ωB97M-V/def2-TZVPD

```
28
Properties=species:S:1:pos:R:3:forces:R:3
C 2.142 2.232 -0.006 -0.3571 2.5566 0.3002
C 1.974 0.802 0.005 -0.6017 -1.5233 0.1950
C 1.225 -1.272 -0.126 -3.7510 -1.4801 -0.8262
C 0.760 0.068 -0.059 1.2967 -0.9203 0.0257
C -0.543 0.777 -0.094 -1.0208 1.0562 0.9510
C -1.339 0.609 1.265 -0.7148 0.0970 0.1822
C -2.012 -0.789 1.284 0.9567 0.7766 -0.0629
C -1.980 -0.883 -1.165 0.7330 -2.6611 1.2444
C -1.375 0.441 -1.338 0.7873 1.9612 -1.9698
H 1.753 2.873 0.819 0.1023 -1.0143 -0.0567
H 1.723 2.748 -0.876 0.0369 -0.4353 -0.2543
H 3.191 2.376 -0.031 1.1381 0.5496 -0.0450
H 4.303 -1.699 0.633 -4.3124 -1.3272 -2.1404
H 0.813 -2.333 -0.291 0.1543 2.1228 0.6136
H -0.305 1.854 -0.032 0.0400 -0.4169 -0.6467
H -0.570 0.758 2.056 -0.6351 -0.4103 -0.2739
H -2.157 1.399 1.474 1.2909 -1.0333 -0.8551
H -2.670 -0.952 2.106 -0.5541 0.2033 0.7400
H -1.261 -1.541 1.360 1.2476 -0.7865 0.3591
H -3.339 -1.804 -0.010 0.7757 0.9708 0.8492
H -2.517 -1.285 -2.005 -0.9351 0.4833 -0.3339
H -1.219 -1.725 -1.072 0.2488 1.1616 -0.3681
H -0.752 0.417 -2.278 0.0137 -0.0868 1.0556
H -2.075 1.284 -1.644 0.1980 -1.1506 1.0066
N 3.051 0.012 -0.008 -1.3609 0.2476 -0.8976
N 2.510 -1.209 -0.226 5.0335 1.8406 1.8581
N -2.720 -0.972 0.078 -3.2095 -0.4499 -2.0357
O 3.388 -2.184 0.181 3.3988 -0.3312 1.3855
```
Forces are in eV/Å.

## Properties
E_HOMO: -8.331 eV
HOMO-LUMO gap: 9.06 eV
SMILES string: Cc1nn(O)cc1C1CCNCC1
ΔE to the lowest compared entry with this formula, charge and spin: 65.2 kcal/mol

---

(5)
Molecular formula: C28H30BaClN4O5S3
Method: DFT, ωB97M-V/def2-TZVPD

```
72
Properties=species:S:1:pos:R:3:forces:R:3
Ba -21.377 -8.749 -2.625 0.5700 -0.2092 -0.1125
C -24.584 -6.218 -2.514 -1.3379 -0.2085 -0.0189
O -23.283 -6.399 -2.046 0.9271 -0.3505 -0.0272
C -22.394 -5.402 -2.540 0.0549 0.7444 -0.0032
C -22.221 -5.405 -4.047 -1.6231 -1.1274 0.4536
O -21.428 -6.508 -4.407 0.4090 0.1584 0.4907
C -21.602 -6.951 -5.730 -0.9745 0.8230 -0.7066
C -22.961 -7.615 -5.925 1.3143 -0.6476 -0.3734
O -23.259 -8.286 -4.737 -1.7511 -0.2254 0.0097
C -24.501 -9.007 -4.908 0.5276 0.3179 0.2828
H -24.839 -5.161 -2.632 0.2726 0.1725 -0.3395
H -25.298 -6.531 -1.743 0.2887 -0.4341 -0.0477
H -24.796 -6.776 -3.448 0.2009 0.3692 0.4342
H -21.399 -5.492 -2.064 -0.6065 -0.2666 0.0699
H -22.843 -4.441 -2.248 0.3471 0.0948 -0.0585
H -21.817 -4.482 -4.356 0.9959 1.1915 -0.4229
H -23.223 -5.445 -4.533 0.4878 -0.2023 0.2382
H -20.773 -7.559 -5.996 0.3829 -0.7835 0.1000
H -21.592 -6.120 -6.417 0.1945 0.7877 -0.3030
H -22.847 -8.378 -6.712 -0.0835 0.3063 -0.1313
H -23.733 -6.888 -6.202 -0.1871 -0.0328 0.1414
H -24.428 -9.750 -5.706 0.2207 -0.1136 0.2245
H -25.352 -8.344 -5.120 0.2645 0.2350 -0.0375
H -24.659 -9.445 -3.940 -0.3119 -0.6419 0.2475
C -15.763 1.305 0.867 -0.9184 -0.2743 0.8815
O -16.237 0.496 -0.166 -0.0338 -0.0471 -0.8231
C -15.800 -0.796 -0.196 0.0881 -0.2572 1.0850
C -15.987 -1.547 -1.343 -0.1765 0.4280 -0.8629
C -15.585 -2.850 -1.419 0.3742 -1.5997 0.5863
C -14.975 -3.506 -0.312 0.7495 1.6210 -0.2419
C -14.736 -2.712 0.819 -0.5867 -0.3475 -0.0445
C -15.210 -1.403 0.912 0.1974 -0.3037 -1.0102
N -14.223 -4.712 -0.476 -0.6642 -0.7163 -0.3536
N -14.783 -5.813 -0.747 1.5393 1.0651 0.4895
C -16.116 -6.057 -0.663 -0.7154 -0.6551 -0.4492
C -17.074 -5.347 0.038 -0.8389 0.7392 0.2966
C -18.405 -5.746 0.142 0.9758 -0.2762 -0.4110
C -18.910 -6.863 -0.582 0.6480 0.4005 0.4760
O -20.113 -7.206 -0.563 -1.0958 -0.3502 -0.4213
C -17.914 -7.613 -1.335 0.3518 -1.0972 -1.8366
N -18.404 -8.660 -2.142 0.3901 1.3240 1.7054
C -17.532 -9.402 -2.780 -0.7859 0.6995 -0.3902
C -16.165 -9.174 -2.779 1.4901 0.7756 1.2931
C -15.631 -8.143 -1.981 -0.4409 -0.5278 -0.9943
C -16.526 -7.257 -1.335 -1.3450 -0.7847 0.3513
H -16.116 2.299 0.673 -0.1682 0.4836 -0.1278
H -14.702 1.310 0.964 1.0519 -0.0598 -0.2090
H -16.160 0.975 1.840 -0.0718 0.1318 -0.1183
H -16.378 -1.102 -2.253 -0.1533 0.1965 0.2841
H -15.744 -3.418 -2.340 0.1233 0.2019 0.2575
H -14.241 -3.134 1.688 0.1024 -0.1004 -0.1761
H -15.020 -0.839 1.795 0.0661 0.1996 0.5511
H -16.811 -4.388 0.492 -0.0990 -0.6759 0.1173
H -19.048 -5.188 0.791 -0.5003 0.2007 0.0758
H -17.952 -10.157 -3.417 -0.1561 -0.4221 -0.2404
H -15.579 -9.869 -3.371 0.3329 0.2374 0.2338
H -14.570 -7.904 -1.834 -0.4453 -0.3947 -0.4889
S -22.549 -11.989 -6.446 -0.6814 -0.3246 -0.0694
C -21.698 -11.210 -5.237 0.3038 -0.1849 -0.5813
S -20.607 -9.990 -5.686 0.8409 0.8978 0.2965
S -21.744 -11.650 -3.582 -0.5721 -0.2392 1.1017
Cl -27.229 -10.799 -1.250 0.0079 0.1380 -0.0270
C -25.904 -10.106 -0.347 -0.9429 -0.9372 -0.4027
C -26.175 -9.503 0.870 1.3698 -0.1560 -0.3830
C -25.084 -9.080 1.588 0.8078 0.4950 -0.3910
C -23.802 -9.225 1.026 -0.9166 0.3373 0.6104
N -23.597 -9.753 -0.160 0.6098 -0.6234 -0.5918
C -24.629 -10.277 -0.838 0.3266 0.9350 0.4105
H -27.151 -9.387 1.242 -1.1373 0.0749 0.2164
H -25.192 -8.504 2.491 -0.0543 -0.2006 0.3543
H -22.953 -8.872 1.594 0.2399 0.0845 -0.1994
H -24.412 -10.755 -1.789 -0.0705 -0.0681 0.0605
```
Forces are in eV/Å.

## Properties
E_HOMO: -3.208 eV
HOMO-LUMO gap: 5.02 eV
ΔE to the lowest compared entry with this formula, charge and spin: 18.0 kcal/mol
net charge: -1

---

| no. | molar mass (g mol⁻¹) | total energy (a.u.) |
| --- | --- | --- |
| 1 | 858.9 | -9294.2986 |
| 2 | 929.3 | -4826.9884 |
| 3 | 108.1 | -611.3600 |
| 4 | 181.2 | -591.3052 |
| 5 | 771.6 | -3360.4880 |